(1)
The following is a quantum chemistry calculation of a molecular structure, C11H11AlN3O5 at a distorted geometry, from OMol25.

Last column: Löwdin charge in e.
Geometry (Å):
Al -0.5576 0.5721 -0.1336  0.184
O -3.0992 -0.3592 -2.0112  0.303
C -2.1258 -0.0206 -1.4719  0.131
C 0.0380 1.6354 1.5275  0.086
O 0.5971 2.2499 2.3277  0.314
C -1.6523 -0.6416 1.1775  0.126
O -2.1234 -1.3749 1.9273  0.322
C -0.2654 2.3626 -1.2122  0.158
O 0.1163 3.2962 -1.7802  0.316
C -4.6674 2.6039 0.1387  -0.013
H -4.5524 2.9334 -0.8955  0.064
H -5.2379 1.6833 0.2519  0.066
C -3.7319 2.9439 1.0684  -0.059
H -3.5617 2.3149 1.9360  0.045
H -3.0086 3.7345 0.8673  0.050
C 2.7887 -2.3088 2.0979  0.059
N 2.4581 -1.7944 0.7694  0.008
C 3.1821 -2.0915 -0.3475  0.101
C 2.7327 -1.6806 -1.5873  0.083
C 1.5439 -0.9388 -1.7517  -0.262
N 0.9455 -0.5826 -0.5961  0.133
C 1.4208 -0.9387 0.6301  -0.366
O 0.7781 -0.4248 1.6344  -0.037
N 0.8926 -0.4665 -2.8492  0.219
H 3.6869 -2.9474 2.1420  0.135
H 1.9376 -2.8814 2.4820  0.125
H 2.9097 -1.4778 2.7992  0.122
H 4.1233 -2.6064 -0.2241  0.175
H 3.3497 -1.8127 -2.4571  0.145
H 1.2021 -0.7779 -3.7776  0.170
H -0.1196 -0.2034 -2.6820  0.096

Atoms 1-2, force components in eV/Å:
0.747 -0.904 1.107
5.329 1.742 2.796

Results
Total charge: +3
HOMO: -18.736 eV
Lowest unoccupied orbital energy: -0.4834 Eh
Gap between HOMO and LUMO: 5.6 eV
Energy above the lowest of the compared OMol25 structures with the same formula, charge and spin: 63.2 kJ/mol
Max |F|: 0.1329 Eh/bohr

(2)
The following is a quantum chemistry calculation of a single C3H7NO molecule at a distorted geometry, from OMol25.

Last column: Löwdin charge in e.
Geometry (Å):
C -1.5607 0.1924 -0.2327  -0.082
N -0.2684 0.5873 -0.7642  -0.029
C 0.8335 0.5413 -0.0319  -0.576
C 1.2952 -0.8414 0.5108  -0.016
O 1.5347 1.5225 0.2465  0.040
H -1.4855 0.7066 0.7990  0.115
H -1.7385 -0.9374 -0.0423  0.098
H -2.4205 0.3879 -0.8961  0.083
H -0.1876 1.1813 -1.4888  0.091
H 0.6942 -0.7976 1.5008  0.106
H 0.9223 -1.6123 -0.2599  0.096
H 2.3812 -0.9308 0.6587  0.074

Atoms 1-2, force components in eV/Å:
0.108 -1.241 2.041
-1.840 -2.729 0.221

Results
Total charge: 0
HOMO: -9.460 eV
SMILES string: CNC(C)=O
Lowest unoccupied orbital energy: 0.0311 Eh
Gap between HOMO and LUMO: 10.3 eV
Energy above the lowest of the compared OMol25 structures with the same formula, charge and spin: 180.2 kJ/mol
Max |F|: 0.0999 Eh/bohr

(3)
The following is a quantum chemistry calculation of a molecular structure, C32H24N2O2PY at a distorted geometry, from OMol25.

Last column: Löwdin charge in e.
Geometry (Å):
Y 0.8714 -0.4085 -1.7293  1.470
O 2.8285 0.0760 -1.9035  -0.239
C 3.5303 1.1755 -1.8774  -0.335
C 4.9294 1.0792 -1.7161  -0.015
C 5.7406 2.1860 -1.7308  -0.083
C 5.2022 3.4555 -1.9375  -0.100
C 3.8446 3.5869 -2.0939  -0.051
C 2.9781 2.4836 -2.0351  -0.150
C 1.5724 2.7307 -2.1142  -0.051
N 0.6726 1.8338 -1.8736  -0.112
N -0.6393 2.2344 -1.9480  0.061
C -1.4916 1.2464 -2.0401  -0.463
O -1.1658 -0.0015 -2.1315  -0.192
C -2.9140 1.6331 -2.1166  -0.162
C -3.2885 2.9646 -1.9505  -0.033
C -4.6128 3.3357 -2.0786  -0.081
C -5.5760 2.3820 -2.3724  -0.091
C -5.2147 1.0509 -2.5079  -0.082
C -3.8893 0.6757 -2.3803  -0.036
H 5.3383 0.0889 -1.5776  0.114
H 6.8054 2.0720 -1.5862  0.104
H 5.8468 4.3209 -1.9653  0.098
H 3.4117 4.5638 -2.2504  0.108
H 1.2549 3.7452 -2.3618  0.131
H -2.5214 3.6880 -1.7297  0.103
H -4.8952 4.3716 -1.9563  0.101
H -6.6067 2.6818 -2.4994  0.100
H -5.9742 0.3103 -2.7210  0.102
H -3.5915 -0.3567 -2.4895  0.114
C 1.6413 -2.0234 5.5122  -0.086
C 0.3402 -1.7358 5.1341  -0.079
C 0.0598 -1.3257 3.8418  -0.078
C 1.0926 -1.2073 2.9202  -0.377
C 2.4020 -1.4801 3.3090  -0.110
C 2.6749 -1.8937 4.5983  -0.082
P 0.8737 -0.8482 1.1387  1.057
C -0.9000 -0.3648 1.0747  -0.418
C -1.9408 -1.2127 0.7052  -0.078
C -3.2393 -0.7325 0.6836  -0.076
C -3.5107 0.5813 1.0268  -0.081
C -2.4772 1.4276 1.3920  -0.077
C -1.1776 0.9610 1.4062  -0.114
C 0.8058 -2.5509 0.4454  -0.442
C 0.7578 -3.7107 1.2097  -0.092
C 0.7547 -4.9405 0.5718  -0.092
C 0.7787 -4.9910 -0.8104  -0.104
C 0.7913 -3.8237 -1.5649  -0.144
C 0.8247 -2.5590 -0.9717  -0.291
H 1.8522 -2.3331 6.5242  0.102
H -0.4640 -1.8451 5.8466  0.104
H -0.9572 -1.1105 3.5453  0.105
H 3.1954 -1.3787 2.5793  0.105
H 3.6889 -2.1236 4.8892  0.104
H -1.7387 -2.2426 0.4396  0.111
H -4.0504 -1.3852 0.3991  0.108
H -4.5231 0.9544 1.0095  0.109
H -2.6808 2.4519 1.6599  0.107
H -0.3568 1.6121 1.6851  0.108
H 0.7228 -3.6541 2.2892  0.098
H 0.7216 -5.8547 1.1484  0.100
H 0.7997 -5.9449 -1.3192  0.096
H 0.7901 -3.9195 -2.6455  0.080

Atoms 1-2, force components in eV/Å:
-0.003 -1.485 -0.011
0.907 0.534 -0.377

Results
Total charge: 0
HOMO: -7.836 eV
Lowest unoccupied orbital energy: -0.0064 Eh
Gap between HOMO and LUMO: 7.7 eV
Max |F|: 0.0325 Eh/bohr

(4)
The following is a quantum chemistry calculation of 2 unconnected molecules or ions with the total composition C3H8O at a distorted geometry, from OMol25.

Last column: Löwdin charge in e.
Geometry (Å):
C 0.3660 -1.3723 0.0335  -0.029
C -0.7152 -0.6229 -0.1380  -0.245
C -1.1018 0.4468 0.8439  -0.112
H 0.6289 -2.1894 -0.6307  0.055
H 0.8359 -1.4166 1.0143  0.064
H -1.2990 -0.6508 -1.0436  0.097
H -0.5248 0.3751 1.7659  0.077
H -0.8970 1.4238 0.4192  0.069
H -2.1672 0.4186 1.0690  0.073
O 1.5776 1.6016 -1.2286  -0.067
H 2.2401 0.9422 -1.4732  0.037
H 1.0567 1.0439 -0.6316  -0.017

Atoms 1-2, force components in eV/Å:
-0.574 -1.089 0.454
0.468 0.659 0.345

Results
Total charge: 0
HOMO: -10.092 eV
SMILES string: C=CC.O
Lowest unoccupied orbital energy: 0.0373 Eh
Gap between HOMO and LUMO: 11.1 eV
Energy above the lowest of the compared OMol25 structures with the same formula, charge and spin: 73.1 kJ/mol
Max |F|: 0.0255 Eh/bohr